Density functional theory data (ωB97M-V with the def2-TZVPD basis set) for a 10-piece molecular cluster, C30H84N4O17 overall in a non-equilibrium geometry.

The geometry in XYZ format:
```
135
Properties=species:S:1:pos:R:3:forces:R:3:lowdin_charge:R:1
O 0.922188 4.597770 1.204267 0.6 -0.3 0.1 -0.0884
O -3.599203 -4.293480 1.209864 0.5 -0.6 -0.2 -0.1859
O 2.262319 1.833498 1.407402 -0.1 0.3 -0.1 -0.1046
O -1.998774 0.618142 -3.082085 0.1 -0.4 0.0 -0.0763
O 3.613279 -0.463544 2.127375 0.0 0.3 -0.3 -0.0639
O -0.848681 1.822924 4.373822 0.5 -1.7 0.3 -0.0639
O -0.979944 -1.972203 -3.064076 -0.4 -0.3 -0.6 -0.2198
O 0.166123 3.959921 -2.971230 -1.2 -1.1 0.0 -0.1797
O -3.256170 -8.098926 3.106707 -0.1 0.6 0.5 -0.1988
O -1.176870 2.638234 1.671266 0.5 0.1 0.7 -0.0680
O 1.154449 6.937618 -7.126690 -0.1 0.0 0.2 -0.1930
O -0.065540 4.213330 5.542006 -0.1 -0.3 -0.2 -0.0817
O -2.654323 3.362187 -2.268792 -0.6 -0.3 -0.1 -0.0615
O 0.623114 -2.119373 2.081998 0.2 0.3 -0.4 -0.2486
O 2.300479 -1.525478 -6.688985 -0.1 -0.1 -0.5 -0.1766
O 4.545774 -0.296067 6.383128 0.0 0.0 0.0 -0.1832
O 0.115032 0.300324 0.773325 0.2 0.0 -0.1 -0.0842
N 1.515366 -0.653412 4.303929 0.2 -0.2 -0.1 -0.0465
N 2.018576 -1.186403 -3.104495 -0.1 0.2 1.2 -0.0489
N 0.793865 6.475773 -4.302364 -1.3 -0.4 -0.2 -0.0309
N -4.424195 -5.641504 3.505507 0.1 -0.2 0.2 -0.0536
C 2.467403 -0.185218 5.320434 -0.1 -0.3 -0.1 -0.1859
C -2.433478 -3.621233 0.791055 -0.3 0.7 0.0 -0.1028
C 0.213836 -2.497540 3.373981 -0.4 0.1 0.3 -0.2213
C 0.458697 7.689212 -5.019157 -0.1 1.1 0.2 -0.2486
C 5.738954 -0.974233 6.666800 0.0 -0.3 0.6 -0.1212
C -5.184538 -4.547243 2.958807 0.0 0.4 -0.5 -0.2237
C -4.310227 -8.002808 4.068934 0.1 -0.6 -0.9 -0.2231
C -5.199055 -6.849648 3.685288 -0.1 -0.1 0.4 -0.2259
C -4.259909 -3.594080 2.243020 0.2 0.1 -0.2 -0.2339
C 1.407851 7.935542 -6.142345 0.1 -0.7 -0.5 -0.2348
C 0.242594 2.823133 -2.130806 1.2 -0.1 0.6 -0.1014
C -2.486469 -9.254434 3.271628 -0.1 -0.8 0.2 -0.1262
C 2.706284 -1.411230 -5.366761 0.6 0.3 0.7 -0.2685
C 0.976239 -0.998028 -2.074815 0.8 0.7 -0.8 -0.1870
C -0.032010 -2.096113 -2.040989 -0.1 -0.1 1.7 -0.2395
C 1.523705 -1.298381 -4.444620 -0.6 0.0 -0.8 -0.2283
C -3.515349 2.398323 -2.871246 0.3 0.1 -0.5 -0.2300
C 3.317978 -1.144737 -7.591005 -0.3 -0.7 -0.3 -0.1107
C 2.830165 3.099407 1.085695 0.2 0.0 0.0 -0.2168
C 3.704686 -1.043139 5.539357 0.2 0.0 -0.5 -0.2568
C -1.850631 1.636371 0.965232 -0.8 -0.2 -0.5 -0.2409
C 1.496794 -3.010947 1.397714 -0.7 0.0 -0.5 -0.0645
C -1.260954 0.245589 1.102339 0.3 0.1 0.1 -0.2118
C 0.332580 5.150040 -2.272664 1.8 1.2 0.1 -0.2538
C -0.082274 6.303497 -3.146063 -0.2 0.2 0.9 -0.2182
C 1.229448 -2.086832 4.414157 0.7 -0.2 0.1 -0.2084
C -3.199726 0.988273 -2.439327 -0.1 0.1 0.1 -0.2491
C 1.921408 7.125450 -8.270896 0.4 0.0 -0.7 -0.1432
C 2.180302 4.242920 1.833708 -1.3 0.4 -0.3 -0.2011
C -1.981628 -2.966468 -2.945631 -0.7 0.5 0.6 -0.0774
H -0.560428 7.781236 -5.433353 0.0 -0.5 0.2 0.1284
H 0.898284 -2.185165 -4.543865 0.1 -0.1 0.0 0.1202
H 3.042396 -1.556996 -8.563315 0.0 0.2 0.0 0.0862
H 2.726118 3.305661 0.014368 0.0 0.0 0.0 0.1115
H 0.894258 -3.715339 0.806663 0.1 -0.2 0.3 0.0858
H -1.882736 1.922554 -0.089386 0.3 0.1 0.1 0.0883
H 0.535154 8.550577 -4.342897 0.1 -0.2 0.2 0.1222
H 2.147957 -2.686147 4.286822 -0.1 0.0 -0.1 0.1115
H -1.147296 2.390448 2.621400 0.2 0.1 -0.5 0.0642
H 2.166853 -3.548806 2.064423 0.1 0.1 0.0 0.0939
H -5.902762 -6.730866 4.517584 -0.1 0.1 -0.2 0.1242
H 1.956248 -0.083901 6.281712 0.0 0.3 -0.1 0.1217
H 0.490193 -0.021353 -2.209446 -0.3 -0.2 0.0 0.1012
H -1.771856 -0.439203 0.413889 -0.2 0.0 0.1 0.1015
H -1.756080 1.659843 4.655916 0.0 0.0 0.1 0.0777
H 1.416658 5.244319 -2.077050 -0.1 0.2 0.1 0.1309
H -1.920011 -4.132701 -0.020143 -0.3 -0.4 0.0 0.0832
H -1.803781 3.338475 -2.726111 -0.1 0.2 -0.1 0.0417
H 4.269615 -1.615703 -7.321779 0.1 0.3 0.1 0.0877
H -4.814680 -2.764137 1.784858 0.0 0.1 0.3 0.1281
H 3.328549 -2.254472 -5.029429 -0.1 -0.1 -0.3 0.1298
H -5.775045 -7.134455 2.790020 0.0 0.1 0.0 0.1232
H 2.606331 -0.359929 -3.036502 0.1 -0.2 -0.1 0.1106
H 6.199982 -1.404787 5.771272 0.1 0.2 -0.1 0.0868
H -0.124950 5.249481 -1.281749 -0.5 -0.6 -0.2 0.1236
H -3.514791 -3.201194 2.950825 -0.1 0.1 0.0 0.1209
H -3.067668 0.963551 -1.349464 -0.2 -0.1 -0.1 0.0955
H 3.515604 -2.043232 5.955876 -0.2 0.2 0.1 0.1201
H 1.651766 8.045069 -8.814554 -0.1 -0.1 0.1 0.0871
H 0.886704 -2.328865 5.425285 -0.3 0.1 -0.1 0.1305
H -1.375285 -0.122569 2.130001 -0.1 0.0 -0.1 0.1099
H -1.513743 -3.939833 -2.794208 -0.2 -0.2 -0.1 0.0946
H 2.433588 7.786775 -5.784882 0.1 0.4 0.0 0.1275
H -5.680369 -3.957120 3.734582 -0.2 -0.2 0.1 0.1210
H -3.914707 -7.906517 5.084834 0.1 0.0 -0.1 0.1255
H -1.724805 -3.491870 1.618956 -0.1 0.1 0.0 0.0727
H -0.709786 -1.950457 3.595432 0.0 -0.1 -0.2 0.1149
H -0.547084 -2.020472 -1.060596 0.0 0.0 -0.2 0.1122
H -2.909375 1.619672 1.269876 0.1 -0.2 0.0 0.1303
H -2.653749 -2.718742 -2.101843 0.5 -0.3 0.2 0.0840
H 3.249978 0.368345 1.743377 0.0 -0.2 0.2 0.0196
H -4.897542 -8.929567 3.975441 0.0 0.1 0.4 0.1252
H -0.229589 3.028695 -1.162251 -0.2 -0.1 -0.2 0.0833
H 1.342233 1.789675 1.091834 0.1 -0.3 0.1 0.0631
H -1.161021 6.177242 -3.345575 0.2 0.1 -0.5 0.1286
H -4.560033 2.641183 -2.675085 0.1 0.2 0.4 0.1174
H 2.004563 -0.523877 3.411500 -0.4 0.0 0.2 0.0702
H -4.037407 0.333961 -2.724319 0.1 0.0 0.0 0.1223
H -0.191360 1.953816 -2.617168 -0.2 0.2 -0.1 0.0651
H 0.873488 -0.472048 -4.778169 0.1 0.1 0.1 0.1363
H -3.409219 2.410447 -3.966424 0.0 0.1 0.1 0.1272
H -0.296538 3.353824 5.128993 0.2 0.6 0.3 -0.0184
H -2.740843 -2.632377 0.410931 0.4 0.0 0.1 0.0771
H 0.550475 5.703552 -4.924106 0.5 0.0 0.0 0.1171
H -2.495946 -9.623849 4.306443 0.0 0.2 0.0 0.0854
H 3.897332 3.013756 1.301551 0.0 0.1 0.1 0.1203
H 0.296054 3.881593 1.393278 -0.2 0.2 -0.1 0.0343
H 0.454579 -3.083235 -1.999881 0.0 0.0 -0.5 0.1368
H 5.567814 -1.800906 7.375606 0.0 0.0 -0.1 0.0892
H 4.565850 -0.327445 2.152759 0.0 -0.1 0.0 0.0500
H 6.401995 -0.267163 7.159506 0.1 0.0 -0.2 0.0878
H -1.795273 -0.319624 -2.906912 0.1 0.3 -0.3 0.0514
H 2.778597 5.153342 1.796991 0.2 -0.1 0.0 0.1184
H -3.665550 -5.868244 2.869460 -0.1 0.1 0.0 0.0999
H -2.894977 -10.069999 2.659012 0.2 0.1 -0.1 0.0899
H 4.205796 -1.191994 4.567246 -0.1 -0.1 0.1 0.1144
H 3.344661 -0.518953 -5.241148 -0.1 0.0 0.0 0.1234
H 1.759011 6.278119 -8.937031 -0.1 0.0 0.0 0.0861
H 1.475190 -0.909522 -1.109875 0.0 -0.3 0.0 0.1042
H -0.022968 -3.567207 3.380105 0.1 0.0 0.2 0.1271
H -5.939802 -4.884599 2.229730 -0.1 0.0 0.1 0.1228
H 0.566013 -0.467420 1.172952 -0.4 0.2 0.0 0.0637
H 2.042585 -2.415586 0.668272 0.3 0.0 0.2 0.0813
H 3.002537 7.182494 -8.068688 -0.1 0.0 0.2 0.0883
H 1.244464 8.918906 -6.596450 0.2 0.1 0.2 0.1236
H -0.344603 4.138140 6.458590 0.0 0.0 0.0 0.0232
H 3.388720 -0.057624 -7.660043 0.2 0.0 0.1 0.0896
H -0.020563 7.193035 -2.507356 0.1 0.1 -0.2 0.1227
H 1.296056 2.584244 -1.888658 -0.1 0.1 -0.2 0.0950
H 2.862599 0.764309 4.957302 -0.3 0.2 0.4 0.1274
H -2.681373 -2.943444 -3.780593 0.6 -0.1 -0.5 0.0966
H -1.447771 -9.065349 3.010781 0.0 0.1 -0.2 0.0849
H -0.351013 0.961044 4.556048 -0.5 1.3 -0.5 0.0899
H 1.937992 4.002700 2.874303 0.5 -0.2 0.0 0.1209
```
Positions in Å, forces in eV/Å.

Results
LUMO energy in eV: 0.07
ΔE to the lowest compared entry with this formula, charge and spin in eV: 0.000
HOMO-LUMO gap in Ha: 0.3256
SMILES: COCCNCCOC.COCCNCCOC.COCCNCCOC.COCCNCCOC.OCCO.OCCO.OCCO.O.O.O
HOMO in eV: -8.79
Maximum force in eV/Å: 2.1